Below is a 2-piece molecular cluster, C4H9N2O overall in a non-equilibrium geometry, with properties calculated with ωB97M-V/def2-TZVPD.

ORCA input file:
```
! wB97M-V def2-TZVPD RIJCOSX def2/J DEFGRID3
* xyz 1 1
C -0.697 1.778 -0.180
C -0.218 1.350 0.982
C -0.176 -1.303 -0.804
C 0.636 0.053 1.068
N -1.438 -0.929 -0.786
N 0.893 -0.560 -0.320
O -0.913 -2.048 0.081
H -1.030 2.839 -0.356
H -0.402 1.217 -1.057
H -0.370 1.842 1.959
H 0.635 -2.354 -2.488
H 0.330 -0.682 1.787
H 1.691 0.174 1.469
H -1.924 -0.340 -0.160
H 1.676 -1.205 -0.269
H 1.309 0.167 -0.925
*
```

The energy relative to the best compared isomer or geometry (same formula, charge and spin) comes out at 233.2 kcal per mole. The calculation puts the HOMO energy (spin up / spin down) at -0.5273 / -0.5334 Eh. The calculation puts the LUMO energy (spin up / spin down) at -4.92 / -5.35 eV.


Below is the molecule C2H4O3 in a non-equilibrium geometry, with properties calculated with ωB97M-V/def2-TZVPD.

ORCA input file:
```
! wB97M-V def2-TZVPD RIJCOSX def2/J DEFGRID3
* xyz 0 1
C 1.030 -0.129 0.279
C -1.279 0.239 -0.240
O 2.188 -0.766 -0.357
O 2.312 0.431 0.335
O 0.038 0.493 -0.417
H 0.668 -0.696 1.076
H -1.587 -0.843 -0.391
H -1.832 0.840 -1.002
H -1.537 0.432 0.714
*
```

The energy relative to the best compared isomer or geometry (same formula, charge and spin) comes out at 116.2 kcal per mole. The structure (SMILES) is COC1OO1. The calculation puts the HOMO energy at -0.3639 Eh. The calculation puts the LUMO energy at 0.83 eV.


Below is C28H58BrCl8N2O3Ta as an isolated structure in a non-equilibrium geometry, with properties calculated with ωB97M-V/def2-TZVPD.

ORCA input file:
```
! wB97M-V def2-TZVPD RIJCOSX def2/J DEFGRID3
* xyz -2 1
C -4.929 1.122 -3.070
C -4.354 0.578 -1.738
C -2.903 0.938 -1.458
C -1.851 0.317 -2.406
N -0.844 -0.412 -1.609
Ta -0.579 -2.504 -1.938
N -2.560 -2.878 -2.576
C -0.068 -4.721 -2.257
C -0.973 -5.389 -3.289
C -0.468 -6.770 -3.641
Br -1.909 -7.818 -4.529
C -1.272 -3.057 0.233
C -1.099 -1.912 1.253
C -0.791 -2.361 2.680
C 0.390 -3.371 2.764
C -0.558 -1.188 3.662
C 0.146 0.031 3.071
C 1.455 -0.238 2.422
C 2.205 0.873 1.935
C 3.287 1.462 2.790
C 1.945 1.439 0.604
C 1.590 -2.274 -1.096
O 2.583 -2.907 -1.916
C 3.814 -2.277 -1.809
C 0.138 -2.168 -4.128
O -0.308 -1.166 -4.775
O 0.933 -2.941 -4.606
H -4.370 1.942 -3.511
H -5.032 0.296 -3.759
H -5.943 1.449 -2.860
H -4.559 -0.479 -1.637
H -4.938 1.063 -0.957
H -2.817 2.021 -1.446
H -2.685 0.621 -0.447
H -1.331 1.150 -2.859
H -2.277 -0.244 -3.230
H 0.045 -0.005 -1.872
H -2.488 -2.634 -3.560
H -3.168 -2.193 -2.135
H 0.950 -4.812 -2.635
H -0.092 -5.307 -1.334
H -1.066 -4.784 -4.182
H -1.959 -5.513 -2.861
H 0.419 -6.756 -4.250
H -0.271 -7.308 -2.730
H -0.741 -3.968 0.500
H -2.328 -3.324 0.214
H -2.039 -1.367 1.298
H -0.342 -1.237 0.875
H -1.673 -2.890 3.029
H 0.004 -4.339 3.042
H 0.871 -3.405 1.797
H 1.131 -3.016 3.468
H -0.069 -1.582 4.547
H -1.542 -0.849 3.985
H 0.339 0.725 3.901
H -0.556 0.503 2.393
H 1.838 -1.235 2.263
H 3.115 2.524 2.993
H 4.223 1.312 2.264
H 3.373 0.961 3.737
H 1.869 0.671 -0.163
H 2.716 2.138 0.288
H 0.992 1.962 0.604
H 1.881 -1.223 -0.980
H 1.650 -2.740 -0.101
H 3.775 -1.358 -2.396
H 4.613 -2.917 -2.174
H 4.038 -2.056 -0.761
Cl -2.835 5.248 -1.637
C -2.153 5.608 -3.244
C -2.839 4.837 -4.341
Cl -2.494 3.097 -4.256
H -1.088 5.390 -3.213
H -2.282 6.677 -3.409
H -2.483 5.185 -5.310
H -3.919 4.971 -4.303
Cl 4.524 1.538 6.343
C 4.264 3.299 6.219
C 2.882 3.698 6.657
Cl 1.617 3.142 5.530
H 4.459 3.598 5.191
H 5.010 3.771 6.863
H 2.809 4.781 6.697
H 2.653 3.301 7.643
Cl -3.868 -1.824 -5.299
C -2.688 -1.525 -6.601
C -3.040 -2.259 -7.869
Cl -2.862 -4.027 -7.710
H -1.702 -1.804 -6.221
H -2.688 -0.452 -6.787
H -2.369 -1.944 -8.667
H -4.063 -2.055 -8.177
Cl 3.148 7.371 7.626
C 3.915 7.318 9.231
C 5.297 6.722 9.190
Cl 5.293 4.971 8.834
H 3.261 6.763 9.899
H 3.974 8.346 9.583
H 5.772 6.838 10.163
H 5.917 7.211 8.444
*
```

The calculation puts the HOMO energy at 0.0076 Eh. The calculation puts the LUMO energy at 2.29 eV.


Below is C16H22Br12O6 as an isolated structure in a non-equilibrium geometry, with properties calculated with ωB97M-V/def2-TZVPD.

ORCA input file:
```
! wB97M-V def2-TZVPD RIJCOSX def2/J DEFGRID3
* xyz 0 1
O -10.774 11.458 -14.419
C -10.821 11.931 -15.602
O -9.912 11.763 -16.581
C -10.126 12.454 -17.788
C -11.251 13.419 -17.396
C -11.905 12.816 -16.175
H -10.358 11.679 -18.519
H -9.199 12.969 -18.039
H -11.891 13.470 -18.277
H -10.882 14.421 -17.174
H -12.795 12.204 -16.322
H -12.170 13.603 -15.470
O -0.618 15.637 -11.775
C -1.406 16.385 -11.272
O -2.057 17.377 -11.965
C -2.771 18.246 -11.137
C -2.094 17.995 -9.734
C -1.641 16.539 -9.783
H -3.834 18.006 -11.174
H -2.623 19.283 -11.441
H -2.733 18.206 -8.877
H -1.231 18.642 -9.579
H -2.404 15.809 -9.512
H -0.712 16.431 -9.224
O -4.563 11.053 -12.561
C -4.255 10.431 -13.570
O -3.974 11.242 -14.638
C -3.583 10.433 -15.808
C -3.216 9.048 -15.155
C -4.129 8.963 -13.893
H -2.690 10.788 -16.322
H -4.383 10.452 -16.548
H -2.145 8.960 -14.974
H -3.509 8.271 -15.861
H -3.597 8.410 -13.118
H -5.047 8.429 -14.139
C -9.092 15.467 -10.801
Br -8.531 16.347 -12.513
Br -11.088 15.516 -10.643
Br -8.117 16.212 -9.237
H -8.811 14.414 -10.809
C -9.160 9.558 -7.903
Br -10.599 8.286 -7.624
Br -7.390 8.686 -7.784
Br -9.407 11.094 -6.582
H -9.345 9.903 -8.920
C -15.967 12.360 -6.717
Br -17.644 12.035 -7.740
Br -15.687 10.881 -5.391
Br -15.924 14.174 -5.938
H -15.177 12.333 -7.467
C -4.545 18.033 -18.125
Br -3.789 16.482 -19.128
Br -6.427 18.470 -18.804
Br -3.193 19.497 -18.342
H -4.647 17.810 -17.063
*
```

The calculation puts the HOMO energy at -0.3708 Eh. The calculation puts the LUMO energy at -0.67 eV.


Computed values of calculated total energy (unit: eV) for the preceding records, in sequence: -9305.905, -8276.521, -210865.695, -869740.436.